Record 1
Density functional theory data (wB97M-V/def2-TZVPD) for a 2-piece molecular cluster, C6H10N overall in a non-equilibrium geometry.

```
! wB97M-V def2-TZVPD RIJCOSX def2/J DEFGRID3
* xyz 1 1
C -0.28283 -0.94817 -0.56705
C 0.78517 -0.26481 0.18100
C -1.12833 -2.94637 0.85286
C -0.86145 -2.08824 0.08088
C 1.97342 -0.14602 -0.10327
C 3.23019 0.14953 -0.73960
N -2.51956 1.68195 -0.21053
H -0.97101 -0.18504 -0.88849
H 0.12158 -1.29380 -1.48037
H 0.50830 0.10708 1.10203
H -1.50387 -3.83880 1.37248
H 3.19334 1.13597 -1.34459
H 3.50930 -0.64916 -1.43639
H 3.85423 0.01983 0.04598
H -3.29715 1.06399 -0.07042
H -2.22167 1.55262 -1.15734
H -3.01264 2.59166 -0.06918
*
```

## Properties
Relative energy (zero: lowest compared OMol25 entry of this formula, charge and spin) (eV): 4.7196
LUMO (eV): -6.5
E_tot (eV): -7861.6286

Mulliken atomic charge list, values in e, 2 entries:
1 C -0.0607
2 C -0.1002

Record 2
Density functional theory data (wB97M-V/def2-TZVPD) for the molecule C4H8N2O2 in a non-equilibrium geometry.

```
! wB97M-V def2-TZVPD RIJCOSX def2/J DEFGRID3
* xyz 0 1
C -0.84192 -1.29705 -0.43704
C -0.73272 0.00753 0.78136
N -1.80907 0.82792 0.84430
C 0.37837 0.43697 0.07330
N 0.48784 1.73119 -0.44559
C 1.68244 -0.27218 0.07393
O 2.63555 0.12210 -0.57114
O 1.77944 -1.34042 0.88749
H -0.15930 -2.11494 -0.22998
H -1.83041 -1.63037 -0.13555
H -0.88084 -1.03114 -1.49719
H -2.68122 0.48061 1.19903
H -1.78975 1.79285 0.54121
H -0.29737 2.05915 -0.98857
H 1.38014 1.91778 -0.88487
H 2.67882 -1.68999 0.78934
*
```

## Properties
SMILES: C/C(N)=C(/N)C(=O)O
Relative energy (zero: lowest compared OMol25 entry of this formula, charge and spin) (eV): 3.5240
LUMO (eV): 0.5
E_tot (eV): -11350.5888

Mulliken atomic charge list, values in e, 2 entries:
1 C -1.0429
2 C -0.0017

Record 3
Density functional theory data (wB97M-V/def2-TZVPD) for a 7-piece molecular cluster, C25H70N8O7 overall in a non-equilibrium geometry.

```
! wB97M-V def2-TZVPD RIJCOSX def2/J DEFGRID3
* xyz 0 1
C -7.89118 -4.07421 -2.84673
O -7.21371 -2.91092 -2.24500
C -5.99172 -3.30496 -1.59291
C -4.93259 -3.82210 -2.66465
C -3.79610 -4.65048 -2.04619
N -4.39216 -2.71143 -3.37312
H -7.60651 -5.03449 -2.41669
H -7.55116 -4.17001 -3.87789
H -8.98022 -4.10111 -2.80984
H -5.80891 -2.40335 -1.00828
H -6.11638 -4.12695 -0.88802
H -5.43168 -4.47124 -3.38412
H -3.35312 -4.11974 -1.20348
H -3.06964 -4.81579 -2.84181
H -4.03832 -5.65312 -1.69383
H -5.10539 -2.07659 -3.70232
H -3.73323 -2.14706 -2.85598
C 7.00463 0.79908 -3.79182
O 7.19028 0.60072 -5.21034
C 6.40744 1.36941 -6.05581
C 5.92407 0.40284 -7.20391
C 5.06808 1.10731 -8.24444
N 5.18410 -0.70742 -6.59184
H 7.86652 0.28239 -3.36962
H 6.17201 0.25332 -3.34798
H 7.05081 1.83814 -3.46575
H 5.51659 1.81412 -5.61224
H 7.00492 2.09228 -6.61132
H 6.79519 -0.00758 -7.71459
H 4.53739 1.92317 -7.75369
H 4.39965 0.35240 -8.65846
H 5.54566 1.56265 -9.11201
H 5.86973 -1.40185 -6.33149
H 4.48616 -1.08873 -7.21440
C 11.68798 1.90926 7.09716
O 10.74890 2.20929 6.11844
C 10.78873 3.57265 5.67527
C 9.34903 3.87084 5.10626
C 8.93362 2.85074 3.99517
N 9.27301 5.21908 4.53938
H 11.60241 0.82666 7.19075
H 11.44174 2.38919 8.04431
H 12.69356 2.19339 6.78699
H 11.11385 4.29258 6.42634
H 11.65787 3.76175 5.04525
H 8.54188 3.77059 5.83191
H 9.65341 2.87319 3.17693
H 7.93306 3.06727 3.62088
H 8.78232 1.85903 4.42146
H 8.31976 5.41192 4.26695
H 9.64853 5.82163 5.25772
C -0.95382 -0.82242 3.06751
O 0.02118 -0.25417 2.28984
C -0.26298 0.89853 1.48314
C 0.85329 1.25859 0.51193
C 0.92963 2.70727 0.00874
N 0.72496 0.41522 -0.65107
H -1.15594 -0.03000 3.78815
H -0.68557 -1.73253 3.60404
H -1.85589 -1.09420 2.51931
H -1.13676 0.83710 0.83442
H -0.50547 1.71045 2.16878
H 1.84096 0.95150 0.85587
H 0.73953 3.39121 0.83592
H 0.13095 2.85069 -0.71901
H 1.84755 2.96393 -0.52006
H 0.52249 -0.49091 -0.25354
H 1.56946 0.31629 -1.19616
C -7.20944 -4.92721 8.09057
O -8.26485 -4.85342 7.12542
C -8.01490 -3.99064 6.02030
C -9.06257 -3.97972 4.94966
C -10.37026 -3.31073 5.47455
N -9.40255 -5.28012 4.41971
H -7.70739 -5.16501 9.03057
H -6.69234 -3.97080 8.16785
H -6.42892 -5.63864 7.82087
H -7.96152 -2.96319 6.38027
H -7.08604 -4.30073 5.54160
H -8.90868 -3.39002 4.04597
H -11.07827 -3.14182 4.66322
H -10.22992 -2.30793 5.87800
H -10.89350 -3.88777 6.23699
H -9.67557 -5.96157 5.11338
H -10.35760 -5.13056 4.12710
C -4.08788 6.55416 -2.30222
O -3.69747 6.10044 -3.67530
C -3.10755 7.08075 -4.51368
C -2.66828 6.40884 -5.84117
C -1.67477 5.24077 -5.64811
N -2.10542 7.35378 -6.83582
H -4.05803 7.64186 -2.23800
H -3.45124 6.09163 -1.54801
H -5.11451 6.19867 -2.21409
H -3.77499 7.88726 -4.81725
H -2.28357 7.55065 -3.97670
H -3.53235 5.92114 -6.29243
H -1.25613 4.77785 -6.54172
H -2.17677 4.58289 -4.93868
H -0.79810 5.52018 -5.06373
H -1.99569 6.76423 -7.64852
H -2.89589 7.96431 -6.98587
N 2.50148 -7.65421 1.33821
C 2.33353 -6.37745 1.60040
N 1.24310 -6.16511 2.24956
O 3.11986 -5.47495 1.46295
H 1.79007 -8.34500 1.52997
H 3.47808 -7.69221 1.08344
H 0.72459 -6.88961 2.72532
H 1.02779 -5.21526 2.51698
*
```

## Properties
SMILES: COC[C@H](C)N.COC[C@H](C)N.COC[C@H](C)N.COC[C@H](C)N.COC[C@H](C)N.COC[C@H](C)N.NC(N)=O
Relative energy (zero: lowest compared OMol25 entry of this formula, charge and spin) (eV): 5.7033
LUMO (eV): 0.4
E_tot (eV): -53306.7887

Mulliken atomic charge list, values in e, 2 entries:
1 C -0.8105
2 O -0.4054

Record 4
Density functional theory data (wB97M-V/def2-TZVPD) for the molecule C5H13NS in a non-equilibrium geometry.

```
! wB97M-V def2-TZVPD RIJCOSX def2/J DEFGRID3
* xyz 0 1
C -0.08773 -0.53425 2.93807
C -1.06733 -1.41853 2.14100
C -0.98770 -1.25273 0.60113
N 0.35888 -1.11139 0.08079
C 0.41079 -0.71241 -1.32482
C 1.15355 0.66115 -1.48219
S 0.11149 2.16682 -1.58075
H 0.74857 -0.13139 2.37206
H -0.57610 0.35196 3.34975
H 0.37762 -1.09234 3.74592
H -0.99441 -2.46738 2.43249
H -2.06194 -1.10309 2.45467
H -1.56674 -0.33833 0.41632
H -1.59736 -2.03828 0.14403
H 0.88753 -1.95898 0.29240
H -0.59727 -0.49051 -1.67255
H 0.94008 -1.42951 -1.94961
H 1.87040 0.72714 -0.66714
H 1.71131 0.63463 -2.41842
H 0.31971 2.37174 -2.87555
*
```

## Properties
SMILES: CCCNCCS
Relative energy (zero: lowest compared OMol25 entry of this formula, charge and spin) (eV): 0.8057
LUMO (eV): 0.9
E_tot (eV): -17720.4450

Mulliken atomic charge list, values in e, 2 entries:
1 C -0.9577
2 C -0.5630

Record 5
Density functional theory data (wB97M-V/def2-TZVPD) for an isolated ion of composition C4H4NO2 and charge -1 in a non-equilibrium geometry.

```
! wB97M-V def2-TZVPD RIJCOSX def2/J DEFGRID3
* xyz -1 1
O 1.06902 0.73729 -1.18335
C 0.19525 0.54162 -0.31062
C 0.59336 -0.26487 0.92104
C -0.70253 -0.24024 1.66878
C -1.56587 0.72732 0.87373
O -2.64001 1.13410 1.24348
N -1.06376 1.07503 -0.33002
H 1.39484 0.21399 1.46188
H 0.91120 -1.28064 0.66717
H -0.56247 0.04644 2.71247
H -1.17144 -1.22610 1.60061
*
```

## Properties
SMILES: O=C1CCC([O-])=N1
Relative energy (zero: lowest compared OMol25 entry of this formula, charge and spin) (eV): 0.0000
LUMO (eV): 4.3
E_tot (eV): -9799.7933

Mulliken atomic charge list, values in e, 2 entries:
1 O -0.7130
2 C 0.4601

Record 6
Density functional theory data (wB97M-V/def2-TZVPD) for a 2-piece molecular cluster, C3H3ClO2 overall in a non-equilibrium geometry.

```
! wB97M-V def2-TZVPD RIJCOSX def2/J DEFGRID3
* xyz 0 1
C -1.10515 0.35424 0.06657
C 0.93125 -1.77135 -0.55858
C -0.14934 1.32442 0.53055
O -2.24080 0.18779 -0.20191
O 2.04593 -1.40839 -0.43186
Cl 0.34028 -3.35464 -1.17191
H -0.43151 2.03397 1.37279
H -0.07725 1.86652 -0.32518
H 0.68659 0.76744 0.71953
*
```

## Properties
Relative energy (zero: lowest compared OMol25 entry of this formula, charge and spin) (eV): 3.4623
LUMO (spin up / spin down) (eV): 0.1 / -1.2
E_tot (eV): -19773.2269

Mulliken atomic charge list, values in e, 2 entries:
1 C 0.3001
2 C 0.2921

Question: What is the formula in the fifth record?
Answer: C4H4NO2

Question: Among the records above, which one has the highest E_tot?
Answer: C6H10N

Question: The lowest E_tot belongs to which entry?
Answer: C25H70N8O7